[1]
Below is the molecule C7H11Br2NO4 at a distorted geometry, with properties calculated with wB97M-V/def2-TZVPD.

Positions of all 25 atoms, in Å:
Br: -2.0571 -1.2002 -0.9449
Br: -3.4585 0.0740 3.1160
O: 0.7109 0.8865 2.4767
O: 1.7886 0.1393 -3.3942
O: 2.9521 1.6754 -1.8028
O: -0.3673 0.6468 0.3375
N: 2.1173 -0.2082 0.8000
C: -4.0693 0.7748 0.2549
C: 3.0368 -1.0020 -1.4589
C: -2.8029 0.6941 1.3215
C: 1.9541 -1.3095 -0.2243
C: -1.5192 -0.1840 0.7404
C: 0.8038 0.4261 1.2003
C: 2.5616 0.3248 -2.2993
H: 2.3231 -2.3229 0.2606
H: -3.7526 1.2410 -0.7898
H: -1.1736 -1.0038 1.5322
H: 2.2018 2.0095 -1.2132
H: 4.1117 -0.8610 -0.9905
H: 2.5616 -0.5680 1.6743
H: -2.4220 1.8145 1.4708
H: -4.6316 -0.2612 0.1218
H: 0.8848 -1.3985 -0.6923
H: 3.1137 -1.9264 -2.1972
H: -4.8678 1.5387 0.7003

Atoms 1-2, force components in eV/Å:
Br 0.61 0.50 1.22
Br 0.64 0.22 -1.37

Values from the calculation:
**LUMO energy**: -0.001 hartree
**Highest occupied orbital energy**: -0.38563 hartree
**Structure (SMILES)**: C[C@@H](Br)[C@@H](Br)OC(=O)NCCC(=O)O
**Total charge**: 0
**Gap between HOMO and LUMO**: 10.47 eV

Atomic charges from the Löwdin analysis, expressed in e, are listed below: 0.67 0.60 -0.03 -0.02 -0.03 -0.15 0.04 -0.24 -0.09 -0.69 -0.17 -0.61 -0.28 -0.26 0.14 0.09 0.13 0.12 0.13 0.14 0.12 0.08 0.10 0.13 0.09

---

[2]
Below is the molecule C7H11Cl3N2O2 at a distorted geometry, with properties calculated with wB97M-V/def2-TZVPD.

Positions of all 25 atoms, in Å:
Cl: -2.4837 0.6683 1.0703
Cl: 0.8676 4.0533 0.9641
Cl: -1.5921 0.6086 -2.0504
O: -1.2948 -2.0159 -0.6970
O: 2.4661 1.9682 0.6608
N: 0.2578 1.8331 0.0923
N: 0.1115 0.3959 -0.0334
C: 1.1554 0.3529 -2.1753
C: -0.3243 -0.2304 2.5441
C: -0.0071 -0.0913 -1.3134
C: 1.3785 2.3821 0.5729
C: -0.1641 -1.6725 -1.4114
C: -1.0802 -1.7848 0.6812
C: -0.9490 -0.3034 1.1019
H: 0.7685 -2.2531 -1.1358
H: -0.5606 2.3571 -0.0676
H: 0.7383 -0.1016 2.5337
H: -0.7183 0.5096 3.1697
H: 1.5485 1.3239 -1.8617
H: -0.4697 -1.2270 2.9587
H: -0.2422 -2.5374 1.0057
H: -1.9353 -2.2472 1.0879
H: 1.8677 -0.4290 -1.9299
H: 1.0702 0.2517 -3.2129
H: -0.4089 -1.8110 -2.5546

Atoms 1-2, force components in eV/Å:
Cl 0.54 -0.84 0.09
Cl 0.55 0.66 0.29

Values from the calculation:
**LUMO energy**: 0.020 hartree
**Highest occupied orbital energy**: -0.37103 hartree
**ΔE to the lowest compared entry with this formula, charge and spin**: 1.128 eV
**Structure (SMILES)**: C[C@]1(Cl)COC[C@@](C)(Cl)N1NC(=O)Cl
**Total charge**: 0
**Gap between HOMO and LUMO**: 10.65 eV

Atomic charges from the Löwdin analysis, expressed in e, are listed below: 0.64 0.66 0.58 -0.16 0.09 -0.01 -0.07 -0.06 -0.06 -0.77 -0.90 -0.21 -0.21 -0.61 0.15 0.06 0.08 0.05 0.08 0.08 0.17 0.11 0.09 0.06 0.16

---

[3]
Below is a structure of composition C7H11CoO5 at a distorted geometry, with properties calculated with wB97M-V/def2-TZVPD.

Positions of all 24 atoms, in Å:
Co: 0.4111 0.6901 -1.2714
O: -0.5976 0.3560 0.4282
O: -1.6020 2.4335 -0.6791
O: -1.1395 0.1002 -2.2266
O: 1.9093 0.5762 0.0980
O: -0.1347 -2.1615 -1.4010
C: -1.8882 -0.5758 -1.3156
C: 0.1119 0.0177 1.5977
C: 3.3178 0.5931 -0.1311
C: 1.5137 -0.3328 1.1351
C: -1.2836 -1.9576 -1.0605
C: -1.9414 0.2100 0.0542
C: -2.4018 1.6143 -0.2705
H: 2.2084 -0.2516 1.9814
H: 1.5603 -1.3548 0.7339
H: -2.5682 -0.2781 0.8147
H: -3.4920 1.8019 -0.2636
H: 0.1182 0.9152 2.2269
H: -1.8157 -2.6384 -0.3656
H: 3.5909 -0.2016 -0.8394
H: -0.3668 -0.8396 2.0892
H: 3.5780 1.5778 -0.5312
H: -2.9438 -0.7423 -1.6181
H: 3.8555 0.4479 0.8144

Atoms 1-2, force components in eV/Å:
Co -1.19 0.04 -0.73
O 0.87 -0.07 -0.86

Values from the calculation:
**LUMO energy (spin up / spin down)**: -0.136 / -0.167 hartree
**Highest occupied orbital energy (spin up / spin down)**: -0.48720 / -0.48892 hartree
**Total charge**: +1
**Spin multiplicity**: 4
**Gap between HOMO and LUMO (spin up / spin down)**: 9.56 / 8.77 eV

Atomic charges from the Löwdin analysis, expressed in e, are listed below: 1.09 -0.22 0.09 -0.19 -0.27 0.07 -0.38 -0.09 -0.03 -0.14 -0.15 -0.21 -0.14 0.15 0.14 0.18 0.16 0.15 0.15 0.11 0.16 0.11 0.17 0.11

---

no.,E (hartree)
1,-5776.89270
2,-1913.83845
3,-2031.95751